Entry P
ORCA calculation (ωB97M-V/def2-TZVPD) on a 2-piece molecular cluster, C4H11NO2S overall.

```
19
C4H11NO2S (ωB97M-V/def2-TZVPD)
C 0.5206 -1.8461 -0.4745
C 0.3621 -0.9284 -1.6833
S 1.4133 -1.4261 -3.0964
N -0.4399 -1.5794 0.6182
H 1.5673 -1.7952 -0.1605
H 0.3376 -2.8712 -0.8340
H 0.5206 0.1144 -1.4233
H -0.6774 -1.0043 -1.9876
H 1.3195 -0.3045 -3.8352
H 0.0407 -1.0271 1.3498
H -0.8061 -2.4193 1.0397
H -0.8165 -0.2625 0.2244
O 0.4543 0.6697 1.9195
C -0.3382 1.3678 1.2755
O -1.0849 0.8825 0.3379
C -0.5515 2.8179 1.6128
H -0.7182 3.4244 0.7231
H -1.4121 2.9522 2.2705
H 0.3088 3.2355 2.1232
```

The HOMO energy comes out at -9.3 eV. Its SMILES is CC(=O)O.NCCS.

Here are the natural (NBO) charges for atoms 1 to 4, given in e:
1 C -0.232
2 C -0.531
3 S -0.050
4 N -0.863

---

Entry Q
ORCA calculation (ωB97M-V/def2-TZVPD) on a 2-piece molecular cluster, C4H11NO2S overall.

```
19
C4H11NO2S (ωB97M-V/def2-TZVPD)
C -0.4101 0.6423 -0.5258
C -0.5971 -0.5344 -1.4815
S -0.4397 -0.0197 -3.2905
C -0.7039 0.1382 0.8231
N -0.0842 -0.9892 1.3244
C 1.1384 -1.5583 0.7557
O -1.5563 0.6036 1.5911
H 0.5485 1.2102 -0.6001
H -0.9092 1.5453 -0.9081
H 0.0044 -1.4155 -1.4271
H -1.6179 -0.8889 -1.3750
H -1.7380 0.4598 -3.3874
H -0.3878 -1.5382 2.1053
H 0.9615 -2.5458 0.2947
H 1.5577 -1.0049 -0.0682
H 1.8085 -1.8379 1.5767
H 0.8109 1.8570 1.7586
H 0.5757 3.2884 1.6618
O 1.0388 2.5882 1.1722
```

The HOMO energy comes out at -9.2 eV. Its SMILES is CNC(=O)CCS.O.

Here are the natural (NBO) charges for atoms 1 to 4, given in e:
1 C -0.573
2 C -0.477
3 S -0.082
4 C 0.660

---

Entry R
ORCA calculation (ωB97M-V/def2-TZVPD) on a 4-piece molecular cluster, C4H11NO2S overall.

```
19
C4H11NO2S (ωB97M-V/def2-TZVPD)
O 0.6794 1.6853 2.4883
C -0.4303 1.3514 2.0956
N -0.9191 1.5598 0.8460
C 1.2774 -0.1469 0.2097
C 1.3201 0.7108 -0.8304
S -0.8191 -0.2915 -2.7950
C 0.8610 -1.5584 0.1798
H -1.1135 0.7517 2.7130
H -0.4834 2.4228 0.5127
H 1.4686 0.2074 1.2291
H 0.5823 0.6518 -1.6571
H 2.0556 1.4963 -0.9838
H -0.6055 -0.6965 -4.0566
H -0.1633 -1.7494 0.5354
H 1.5359 -2.1070 0.8316
H 0.9149 -2.0462 -0.7830
H -1.8548 -1.0290 -0.8805
H -2.1020 -0.1470 0.3233
O -2.2043 -1.0653 0.0220
```

The HOMO energy comes out at -8.6 eV.

Here are the natural (NBO) charges for atoms 1 to 4, given in e:
1 O -0.589
2 C 0.443
3 N -0.668
4 C 0.011

---

Entry S
ORCA calculation (ωB97M-V/def2-TZVPD) on a 2-piece molecular cluster, C4H11NO2S overall.

```
19
C4H11NO2S (ωB97M-V/def2-TZVPD)
C 0.3236 -1.9524 -0.0601
C 0.7222 -0.9105 -1.1157
C -0.4444 0.0531 -1.4179
S 0.0679 1.7241 -1.8873
C 0.1007 -1.3216 1.2897
N 1.2221 -1.1570 2.0640
O -0.9978 -0.9695 1.6930
H 1.1404 -2.6866 0.0407
H -0.5423 -2.5275 -0.3650
H 1.5909 -0.3538 -0.7776
H 0.9626 -1.4382 -2.0301
H -1.0256 -0.3030 -2.2694
H -1.0857 0.1089 -0.5468
H 0.7421 2.0644 -0.7842
H 1.0625 -0.6177 2.9004
H 2.1478 -1.1747 1.6672
H -1.2512 3.7823 0.7621
H -2.7330 3.5633 0.5758
O -2.0031 4.1166 0.2613
```

The HOMO energy comes out at -9.0 eV. Its SMILES is NC(=O)CCCS.O.

Here are the natural (NBO) charges for atoms 1 to 4, given in e:
1 C -0.502
2 C -0.395
3 C -0.530
4 S -0.024

---

Which of them is the least stable? Correct choice: entry R.

---

Entry P
ORCA calculation (ωB97M-V/def2-TZVPD) on a 2-piece molecular cluster, C4H11NO2S overall.

```
19
C4H11NO2S (ωB97M-V/def2-TZVPD)
O -0.7082 0.1593 1.2606
C -0.3440 -0.9662 0.9800
N -0.1524 -1.4135 -0.2721
C -0.0043 -0.5897 -1.4588
C 1.3365 0.2049 -1.5101
S 1.5920 1.6809 -0.4503
C -0.2428 -2.0416 2.0580
H -0.0166 -2.3939 -0.4035
H -0.8272 0.0676 -1.7130
H 0.2502 -1.2602 -2.2831
H 2.1348 -0.5134 -1.3095
H 1.4508 0.5884 -2.5156
H 0.7227 1.3339 0.4994
H -1.2222 -2.0523 2.5314
H 0.5641 -1.6971 2.6987
H -0.0282 -3.0497 1.7149
H -2.0646 1.0023 0.4780
H -3.1386 1.8384 -0.2619
O -2.4815 1.1476 -0.3646
```

The HOMO energy comes out at -8.6 eV. Its SMILES is CC(=O)NCCS.O.

Here are the natural (NBO) charges for atoms 1 to 4, given in e:
1 O -0.678
2 C 0.711
3 N -0.604
4 C -0.240

---

Entry Q
ORCA calculation (ωB97M-V/def2-TZVPD) on one molecule with the formula C4H11NO2S.

```
19
C4H11NO2S (ωB97M-V/def2-TZVPD)
C -2.5253 1.7561 -0.2845
C 0.9102 -0.7012 1.8009
C 1.2205 -1.9255 -0.3139
C 0.8705 -0.6004 0.3102
N -0.3653 1.4959 -1.8495
O -0.0818 2.0271 0.5526
O -0.5744 -0.3020 -0.1080
S -0.9285 1.2641 -0.2924
H -3.1340 1.6401 0.6762
H -2.8033 0.8799 -0.9466
H 0.2074 -1.3499 2.1503
H 1.8435 -1.2101 1.9972
H 0.8978 0.1909 2.3247
H 0.9015 -2.8054 0.1164
H 2.2482 -1.7702 -0.1183
H 0.9860 -2.0496 -1.2922
H 1.5925 0.2613 0.0851
H -0.6392 0.7835 -2.5425
H -0.6264 2.4154 -2.2655
```

The HOMO energy comes out at -8.6 eV. Its SMILES is C=[S@@](N)(=O)OC(C)C.

Here are the natural (NBO) charges for atoms 1 to 4, given in e:
1 C -1.030
2 C -0.623
3 C -0.626
4 C 0.109

---

Which of them is the least stable? Correct choice: entry Q.

---

Entry P
ORCA calculation (ωB97M-V/def2-TZVPD) on one molecule with the formula C4H5OP.

```
11
C4H5OP (ωB97M-V/def2-TZVPD)
C -1.8123 -0.2525 0.2818
C -0.8136 0.7631 0.0565
C -1.7553 -1.4644 -0.1553
C 0.5142 0.5983 0.0624
O 2.7612 0.3059 -0.0048
P 1.5443 -0.7189 0.2210
H -2.7777 0.0933 0.7077
H -1.2495 1.6901 -0.1472
H -1.0546 -2.2569 -0.3476
H 1.0988 1.3874 -0.3668
H 3.5445 -0.1454 -0.3075
```

The HOMO energy (spin up / spin down) comes out at -8.6 / -7.1 eV.

Here are the natural (NBO) charges for atoms 1 to 4, given in e:
1 C -0.368
2 C -0.158
3 C -0.060
4 C -0.661

---

Entry Q
ORCA calculation (ωB97M-V/def2-TZVPD) on one molecule with the formula C4H5OP.

```
11
C4H5OP (ωB97M-V/def2-TZVPD)
C -0.5359 0.1433 0.2619
C 0.5349 1.0458 -0.1336
C 0.4526 -1.0133 -0.1435
C 1.4723 0.0843 -0.2862
O -1.8588 0.5608 -0.2488
P -3.3291 0.1251 0.1509
H -0.6757 0.1330 1.3138
H 0.5411 2.1428 -0.2748
H 0.5487 -1.7334 0.5583
H 0.2974 -1.4233 -1.0346
H 2.5526 -0.0650 -0.1633
```

The HOMO energy (spin up / spin down) comes out at -7.3 / -7.4 eV.

Here are the natural (NBO) charges for atoms 1 to 4, given in e:
1 C 0.071
2 C -0.196
3 C -0.416
4 C -0.161

---

Which of them is the least stable? Correct choice: entry P.

---

Entry P
ORCA calculation (ωB97M-V/def2-TZVPD) on a 3-piece molecular cluster, C4H14NO3 overall.

```
22
C4H14NO3 (ωB97M-V/def2-TZVPD)
C 2.7174 -0.5824 -0.0234
N 1.2732 -0.3948 0.1930
C 0.4322 -0.6989 -1.0056
C 1.0914 0.9707 0.6913
C -0.3980 1.5177 1.2355
O -1.1789 1.9824 0.2887
H 3.1248 -0.8560 1.0073
H 3.1523 0.1769 -0.6931
H 2.8661 -1.5888 -0.4000
H 0.7447 -1.2734 -1.7815
H -0.1781 0.0921 -1.4411
H -0.4283 -1.4391 -0.7399
H 1.7176 1.4366 1.5184
H 1.2261 1.7039 -0.0344
H -0.1682 2.1931 2.1867
H -0.8680 0.6921 1.7144
H -2.5797 -2.3487 0.6226
H -2.6635 -1.2052 -0.3049
O -2.7658 -2.2617 -0.2581
H -2.0577 1.2395 -0.3976
H -2.4269 0.3055 -1.6503
O -2.6326 0.3386 -0.7280
```

The HOMO energy comes out at -3.8 eV. Its net charge is -1.

Here are the natural (NBO) charges for atoms 1 to 4, given in e:
1 C -0.423
2 N -0.458
3 C -0.467
4 C -0.296

---

Entry Q
ORCA calculation (ωB97M-V/def2-TZVPD) on a 3-piece molecular cluster, C4H14NO3 overall.

```
22
C4H14NO3 (ωB97M-V/def2-TZVPD)
C 0.9453 1.0859 2.1272
C 0.9643 1.1182 0.5939
N 0.4643 -0.1242 0.0072
C 0.0157 0.0229 -1.3850
C -1.0914 -1.1205 -1.6523
O -2.3273 -0.6368 -1.4230
H 0.7163 2.0542 2.5478
H 0.1288 0.4416 2.4465
H 1.9128 0.7097 2.4558
H 1.9517 1.3754 0.2001
H 0.3625 1.9803 0.2716
H -0.4153 -0.2658 0.5049
H -0.5593 0.9343 -1.5395
H 0.8113 -0.2489 -2.0839
H -0.8036 -1.8824 -0.8869
H -0.8161 -1.5983 -2.6070
H -3.1189 0.9818 -0.2152
H -2.9338 -0.2866 0.4171
O -3.4323 0.5271 0.5760
H 2.1693 -2.4226 -0.0220
H 2.2539 -0.9287 -0.2440
O 2.8017 -1.7164 -0.0892
```

The HOMO energy comes out at -3.2 eV. Its net charge is -1.

Here are the natural (NBO) charges for atoms 1 to 4, given in e:
1 C -0.618
2 C -0.212
3 N -0.665
4 C -0.290

---

Entry R
ORCA calculation (ωB97M-V/def2-TZVPD) on C4H14NO3 as an isolated structure.

```
22
C4H14NO3 (ωB97M-V/def2-TZVPD)
C 0.2129 -0.9041 -2.5634
N 0.5785 0.0397 -1.4344
C 0.7254 -0.7410 -0.2166
C -0.4925 1.0588 -1.2083
C -0.4240 1.8593 0.0588
O -1.3599 1.6060 1.0023
H 0.1177 -0.4023 -3.4883
H -0.6783 -1.4223 -2.5928
H 1.0043 -1.7118 -2.6034
H 0.7885 -1.8855 -0.3821
H -0.0993 -0.7013 0.5908
H 1.5744 -0.3278 0.2772
H -0.1317 1.7445 -1.9893
H -1.5326 0.6751 -1.4117
H -0.5184 3.0400 -0.1413
H 0.5108 1.8058 0.4428
H 1.4840 -1.3709 2.9557
H 0.0021 -1.4035 2.5429
O 0.8998 -1.9703 2.5511
H -1.3061 0.7049 1.8687
H -0.4202 0.4841 3.0522
O -0.9355 -0.1773 2.6892
```

The HOMO energy comes out at -4.3 eV. Its net charge is -1.

Here are the natural (NBO) charges for atoms 1 to 4, given in e:
1 C -0.412
2 N -0.451
3 C -0.462
4 C -0.255

---

Which of them is the least stable? Correct choice: entry P.